1.
The following is a quantum chemistry calculation of a structure of composition C30H47N5O2PtSbSe5Si4 in a non-equilibrium geometry, from OMol25.

Output
- calculated total energy (Ha) = -15120.40456
- lowest unoccupied orbital energy (alpha / beta) (hartree) = 0.0329 / 0.0212
- <S²> = 6.0948

Geometry as ORCA input:
```
! wB97M-V def2-TZVPD RIJCOSX def2/J DEFGRID3
* xyz -1 5
Pt -1.506 0.168 1.604
C 3.375 -4.025 -6.405
O 2.277 -4.690 -5.814
C 1.052 -4.075 -5.688
C 0.704 -3.004 -6.506
C -0.479 -2.311 -6.218
C -1.289 -2.749 -5.170
C -0.940 -3.916 -4.487
C 0.226 -4.588 -4.721
N -2.436 -1.981 -4.956
N -3.210 -2.483 -3.975
C -3.316 -1.977 -2.814
C -4.005 -2.805 -1.875
C -3.847 -2.591 -0.501
C -3.081 -1.530 0.010
O -2.797 -1.461 1.294
C -2.540 -0.594 -0.960
N -1.815 0.401 -0.389
C -1.282 1.303 -1.190
C -1.423 1.271 -2.552
C -2.100 0.276 -3.127
C -2.671 -0.774 -2.323
H 4.183 -4.669 -6.039
H 3.412 -2.972 -6.063
H 3.292 -4.124 -7.501
H 1.300 -2.680 -7.323
H -0.759 -1.504 -6.888
H -1.647 -4.319 -3.749
H 0.576 -5.467 -4.169
H -4.574 -3.658 -2.253
H -4.275 -3.272 0.245
H -0.768 2.080 -0.631
H -0.895 1.944 -3.184
H -2.291 0.245 -4.192
Se -0.775 -0.103 8.427
Sb -2.118 -1.332 6.905
Se -1.429 -0.610 3.879
Se -0.107 -2.407 3.981
Se -4.014 -0.184 8.167
C 1.559 1.100 4.803
Si 0.428 2.493 4.197
C -0.841 2.834 5.500
C 1.604 4.030 4.284
Si -0.356 2.186 2.032
Si 1.602 2.576 0.787
C 1.923 4.505 0.697
C 3.132 1.855 1.706
C 1.766 2.035 -1.109
Si -1.857 3.962 1.539
C -3.543 3.563 2.245
C -1.441 5.639 2.306
C -2.199 4.289 -0.274
H 1.532 0.185 4.172
H 1.321 0.868 5.810
H 2.606 1.432 4.756
H -0.485 3.069 6.485
H -1.409 1.922 5.662
H -1.591 3.592 5.226
H 2.336 3.810 5.176
H 1.052 4.948 4.449
H 2.270 4.194 3.456
H 2.806 4.787 0.129
H 1.847 4.939 1.704
H 0.983 4.809 0.269
H 3.114 2.090 2.793
H 4.026 2.419 1.321
H 3.373 0.784 1.622
H 1.167 2.690 -1.739
H 1.482 1.005 -1.319
H 2.837 2.174 -1.349
H -3.555 3.309 3.309
H -4.035 2.684 1.825
H -4.210 4.477 2.110
H -1.024 5.551 3.296
H -2.383 6.237 2.304
H -0.749 6.188 1.679
H -1.381 4.865 -0.784
H -3.123 4.887 -0.262
H -2.516 3.424 -0.851
C 3.930 -4.740 1.057
N 2.742 -4.204 0.507
C 1.462 -4.752 0.600
C 0.627 -4.045 -0.233
N 1.391 -3.008 -0.736
C 0.911 -1.953 -1.591
C 2.701 -3.144 -0.347
Se 4.043 -1.961 -0.905
H 4.489 -5.298 0.334
H 3.699 -5.364 1.941
H 4.593 -3.935 1.298
H 1.292 -5.717 1.060
H -0.392 -4.113 -0.497
H -0.174 -1.910 -1.519
H 1.319 -2.082 -2.598
H 1.288 -1.015 -1.180
*
```

=====

2.
The following is a quantum chemistry calculation of a structure of composition C30H47N5PdS2 in a non-equilibrium geometry, from OMol25.

Output
- calculated total energy (Ha) = -2368.87033
- lowest unoccupied orbital energy (hartree) = -0.2287

Geometry as ORCA input:
```
! wB97M-V def2-TZVPD RIJCOSX def2/J DEFGRID3
* xyz 2 1
Pd 0.056 0.081 -0.124
C -1.971 2.389 6.477
C -1.403 1.074 5.924
C 0.089 1.272 5.646
C -1.556 -0.021 6.991
C -2.177 0.673 4.687
C -3.563 0.431 4.795
C -4.326 0.046 3.717
C -3.700 -0.112 2.488
S -4.380 -0.617 0.983
C -2.795 -0.463 0.255
N -1.847 -0.076 1.071
C -2.312 0.131 2.341
C -1.570 0.527 3.452
C -2.558 -0.716 -1.142
C -3.608 -1.054 -2.005
C -3.356 -1.251 -3.345
C -2.067 -1.091 -3.843
C -1.020 -0.782 -2.986
C -1.236 -0.582 -1.627
H -1.394 2.685 7.347
H -3.007 2.286 6.782
H -1.906 3.181 5.735
H 0.583 1.543 6.574
H 0.255 2.075 4.932
H 0.547 0.356 5.280
H -0.973 0.251 7.865
H -1.194 -0.975 6.618
H -2.588 -0.140 7.303
H -4.049 0.547 5.750
H -5.385 -0.133 3.822
H -0.519 0.705 3.317
H -4.608 -1.158 -1.609
H -4.159 -1.528 -4.011
H -1.881 -1.205 -4.901
H -0.032 -0.674 -3.410
N 4.357 0.092 -2.962
C 3.757 1.329 -2.388
C 2.226 1.164 -2.367
N 1.808 -0.031 -1.681
C 2.469 -1.228 -2.135
C 4.003 -1.090 -2.128
H 5.377 0.187 -3.055
H 3.971 -0.050 -3.907
H 4.038 2.189 -2.997
H 4.146 1.458 -1.375
H 1.862 1.136 -3.404
H 1.781 2.038 -1.880
H 1.642 0.053 -0.644
H 2.150 -1.457 -3.161
H 2.172 -2.070 -1.503
H 4.470 -1.985 -2.540
H 4.380 -0.919 -1.117
C 5.618 -0.998 3.897
C 5.084 -2.403 3.641
C 4.497 -2.618 2.242
C 3.340 -1.689 1.889
N 3.838 -0.402 1.432
C 3.068 0.701 1.395
S 1.419 0.605 1.767
N 3.655 1.859 1.016
C 2.959 3.134 1.050
C 3.054 3.859 2.395
C 4.448 4.397 2.734
C 5.415 3.340 3.268
H 6.087 -0.960 4.876
H 4.818 -0.261 3.891
H 6.374 -0.728 3.160
H 4.329 -2.640 4.391
H 5.900 -3.114 3.767
H 4.139 -3.645 2.178
H 5.284 -2.505 1.491
H 2.681 -1.549 2.753
H 2.731 -2.117 1.079
H 4.840 -0.288 1.503
H 4.649 1.938 1.192
H 1.907 2.943 0.813
H 3.390 3.762 0.266
H 2.712 3.193 3.191
H 2.358 4.698 2.348
H 4.328 5.166 3.498
H 4.874 4.884 1.854
H 4.905 2.669 3.957
H 6.226 3.818 3.811
H 5.872 2.749 2.472
*
```

=====

3.
The following is a quantum chemistry calculation of a structure of composition C30H47NO4SSi5TcTe in a non-equilibrium geometry, from OMol25.

Output
- calculated total energy (Ha) = -3721.61728
- lowest unoccupied orbital energy (alpha / beta) (hartree) = -0.0439 / -0.0496
- <S²> = 3.7974

Geometry as ORCA input:
```
! wB97M-V def2-TZVPD RIJCOSX def2/J DEFGRID3
* xyz 0 4
Tc -0.668 -0.846 0.838
C -6.979 2.191 1.898
C -5.702 1.578 2.400
C -4.672 2.369 2.894
C -3.490 1.802 3.349
C -3.352 0.426 3.321
C -4.372 -0.393 2.852
C -5.535 0.192 2.385
S -1.843 -0.294 3.870
O -0.905 0.768 4.074
O -2.159 -1.222 4.916
N -1.244 -1.222 2.629
C -1.671 -2.626 2.470
C -2.332 -2.859 1.114
O -3.494 -3.200 1.084
O -1.542 -2.629 0.074
H -6.903 3.275 1.840
H -7.812 1.944 2.559
H -7.230 1.813 0.906
H -4.790 3.446 2.914
H -2.673 2.412 3.710
H -4.253 -1.469 2.809
H -6.326 -0.439 2.000
H -2.410 -2.959 3.196
H -0.792 -3.263 2.547
C -0.181 5.070 -0.988
C -0.931 4.862 0.157
C -1.534 3.630 0.375
C -1.388 2.590 -0.543
C -0.642 2.822 -1.700
C -0.042 4.049 -1.921
Si -2.166 0.948 -0.133
C -2.949 0.065 -1.578
C -4.338 0.142 -1.711
C -4.988 -0.480 -2.765
C -4.260 -1.195 -3.703
C -2.882 -1.292 -3.580
C -2.238 -0.668 -2.525
H 0.292 6.029 -1.160
H -1.046 5.656 0.884
H -2.115 3.472 1.276
H -0.515 2.036 -2.440
H 0.538 4.212 -2.820
H -3.196 1.176 0.889
H -4.918 0.685 -0.972
H -6.066 -0.416 -2.850
H -4.767 -1.689 -4.522
H -2.310 -1.865 -4.300
H -1.165 -0.783 -2.433
C 4.865 1.951 0.949
Si 4.481 1.086 -0.669
C 6.087 0.411 -1.367
C 3.735 2.324 -1.862
Si 2.935 -0.667 -0.281
Te 1.245 0.879 0.940
Si 3.674 -2.148 1.383
C 5.147 -3.129 0.756
C 4.164 -1.195 2.917
C 2.286 -3.325 1.802
Si 2.296 -1.648 -2.333
C 3.847 -2.398 -3.081
C 1.060 -3.031 -2.151
C 1.642 -0.333 -3.504
H 5.398 2.884 0.748
H 5.506 1.335 1.581
H 3.969 2.198 1.517
H 6.779 1.231 -1.574
H 5.937 -0.134 -2.296
H 6.573 -0.260 -0.657
H 4.403 3.181 -1.973
H 2.771 2.690 -1.505
H 3.592 1.890 -2.850
H 5.975 -2.470 0.492
H 4.893 -3.722 -0.124
H 5.505 -3.818 1.525
H 5.094 -0.644 2.765
H 4.324 -1.893 3.743
H 3.391 -0.490 3.225
H 2.050 -4.008 0.984
H 1.385 -2.772 2.051
H 2.546 -3.918 2.682
H 4.286 -3.159 -2.435
H 4.606 -1.646 -3.285
H 3.594 -2.875 -4.031
H 1.504 -3.883 -1.630
H 0.760 -3.379 -3.144
H 0.142 -2.783 -1.620
H 2.396 0.418 -3.732
H 0.775 0.191 -3.098
H 1.338 -0.797 -4.446
*
```

=====

4.
The following is a quantum chemistry calculation of a structure of composition C30H48BrN3O4SSeSiW in a non-equilibrium geometry, from OMol25.

Output
- calculated total energy (Ha) = -7367.52034
- lowest unoccupied orbital energy (alpha / beta) (hartree) = 0.0623 / 0.0680
- <S²> = 0.7638

Geometry as ORCA input:
```
! wB97M-V def2-TZVPD RIJCOSX def2/J DEFGRID3
* xyz -1 2
W 1.116 0.314 1.730
N 3.172 0.402 0.353
C 4.241 0.807 1.280
C 3.740 1.827 2.295
O 4.547 2.558 2.882
N 2.425 1.792 2.446
C 1.819 2.691 3.399
C 0.302 2.657 3.260
O -0.407 3.488 3.786
O -0.183 1.659 2.536
H 3.440 -0.435 -0.150
H 3.002 1.147 -0.313
H 5.110 1.250 0.785
H 4.584 -0.076 1.821
H 2.187 3.711 3.274
H 2.054 2.396 4.429
O 2.457 -1.378 1.891
N 2.552 -2.194 2.941
C 3.452 -3.199 2.823
C 3.755 -4.004 3.879
C 3.110 -3.758 5.104
C 2.237 -2.713 5.214
C 1.960 -1.857 4.123
S 0.981 -0.488 4.208
H 3.864 -3.300 1.831
H 4.480 -4.794 3.759
H 3.302 -4.397 5.956
H 1.742 -2.486 6.147
C 0.037 7.691 0.410
C 0.172 6.199 0.259
C 1.370 5.618 -0.121
C 1.503 4.241 -0.287
C 2.854 3.707 -0.678
C 0.396 3.411 -0.074
Se 0.450 1.513 -0.469
C -0.824 3.982 0.328
C -2.069 3.171 0.564
C -0.907 5.360 0.490
H 0.990 8.191 0.233
H -0.304 7.956 1.413
H -0.690 8.093 -0.300
H 2.236 6.249 -0.296
H 3.515 4.523 -0.973
H 2.773 3.007 -1.512
H 3.318 3.195 0.166
H -1.835 2.169 0.909
H -2.648 3.085 -0.362
H -2.690 3.657 1.317
H -1.854 5.787 0.808
C -2.573 0.506 -2.585
C -3.068 -0.760 -1.873
C -3.579 -0.291 -0.501
C -4.235 -1.344 -2.685
Si -1.664 -2.064 -1.641
Br -0.698 -1.437 1.242
C -0.431 -2.140 -3.115
C 0.481 -0.905 -3.089
C -1.159 -2.210 -4.464
C 0.495 -3.359 -3.003
C -2.312 -3.805 -1.103
C -3.396 -3.656 -0.026
C -1.182 -4.626 -0.456
C -2.892 -4.600 -2.282
H -3.386 1.241 -2.589
H -2.291 0.329 -3.624
H -1.726 0.954 -2.063
H -4.415 0.402 -0.653
H -2.793 0.233 0.041
H -3.925 -1.102 0.137
H -4.991 -0.565 -2.833
H -4.721 -2.178 -2.178
H -3.921 -1.693 -3.672
H -0.059 0.029 -3.231
H 1.224 -0.992 -3.891
H 1.010 -0.817 -2.139
H -1.818 -1.358 -4.626
H -1.761 -3.117 -4.561
H -0.418 -2.212 -5.272
H 1.000 -3.394 -2.035
H 1.265 -3.293 -3.780
H -0.033 -4.302 -3.145
H -3.023 -3.102 0.837
H -3.691 -4.654 0.317
H -4.292 -3.158 -0.394
H -0.683 -4.060 0.331
H -0.431 -4.950 -1.173
H -1.614 -5.525 -0.003
H -3.759 -4.108 -2.724
H -3.213 -5.588 -1.931
H -2.159 -4.757 -3.075
*
```

=====

5.
The following is a quantum chemistry calculation of a structure of composition C30H48ClMgN3O11Si in a non-equilibrium geometry, from OMol25.

Output
- calculated total energy (Ha) = -3114.18465
- lowest unoccupied orbital energy (hartree) = 0.1550

Geometry as ORCA input:
```
! wB97M-V def2-TZVPD RIJCOSX def2/J DEFGRID3
* xyz -2 1
Mg 1.242 -0.789 -1.127
N -0.081 -2.370 -1.785
C -0.550 -2.287 -3.166
C -1.125 -0.901 -3.466
C -0.077 0.206 -3.642
O -0.118 0.876 -4.677
O 0.737 0.374 -2.683
H 0.278 -3.284 -1.541
H -0.792 -2.083 -1.120
H -1.315 -3.048 -3.388
H 0.304 -2.477 -3.820
H -1.764 -0.609 -2.628
H -1.727 -0.933 -4.376
O 6.370 0.005 -3.922
C 6.128 1.135 -3.312
O 6.837 2.112 -3.437
C 4.928 1.166 -2.413
C 4.577 2.228 -1.595
Cl 5.240 3.802 -1.528
N 3.480 1.860 -0.890
N 3.083 0.643 -1.228
C 3.922 0.194 -2.130
C 3.684 -1.183 -2.723
O 4.608 -1.652 -3.439
O 2.611 -1.748 -2.456
C 2.729 2.507 0.123
C 1.360 2.299 0.126
C 0.583 2.916 1.093
C 1.165 3.735 2.050
C 2.546 3.900 2.063
C 3.335 3.273 1.110
H 5.632 -0.701 -3.709
H 0.904 1.655 -0.622
H -0.484 2.724 1.109
H 0.549 4.223 2.795
H 3.020 4.502 2.828
H 4.410 3.363 1.157
C 4.275 -2.191 0.627
C 2.802 -2.589 0.847
C 2.555 -3.931 0.130
C 2.600 -2.814 2.358
O 1.962 -1.625 0.375
H 4.966 -2.925 1.055
H 4.457 -1.220 1.093
H 4.485 -2.105 -0.441
H 3.244 -4.712 0.469
H 2.684 -3.787 -0.944
H 1.532 -4.262 0.326
H 3.313 -3.539 2.762
H 1.589 -3.173 2.543
H 2.722 -1.863 2.882
C -0.029 1.285 3.800
C -1.058 0.312 3.234
C -2.182 0.085 4.243
C -0.372 -1.007 2.904
O -1.626 0.915 2.101
Si -1.919 0.195 0.633
O -0.645 -0.189 -0.186
O -3.034 1.195 -0.082
C -3.024 2.425 -0.770
C -1.649 2.788 -1.307
C -3.514 3.498 0.201
C -4.008 2.278 -1.930
O -2.877 -1.122 1.036
C -4.053 -1.671 0.512
C -5.253 -0.835 0.952
C -4.160 -3.080 1.098
C -4.007 -1.759 -1.011
H 0.378 0.900 4.738
H -0.487 2.260 3.986
H 0.790 1.413 3.092
H -1.811 -0.416 5.140
H -2.951 -0.534 3.781
H -2.631 1.040 4.526
H 0.149 -1.376 3.790
H 0.350 -0.874 2.097
H -1.102 -1.753 2.581
H -1.021 3.190 -0.513
H -1.730 3.540 -2.094
H -1.146 1.915 -1.712
H -2.856 3.528 1.071
H -4.522 3.260 0.546
H -3.521 4.481 -0.277
H -3.608 1.585 -2.672
H -4.177 3.241 -2.415
H -4.962 1.893 -1.564
H -5.337 -0.851 2.040
H -6.175 -1.230 0.521
H -5.115 0.199 0.630
H -4.263 -3.025 2.183
H -3.254 -3.640 0.867
H -5.021 -3.612 0.687
H -3.928 -0.763 -1.442
H -4.910 -2.240 -1.394
H -3.141 -2.340 -1.327
*
```

=====

> Look up the calculated total energy of the fifth one.

-3114.18465 Ha